# 1
Here is C23H31N3O6S in the gas phase in a non-equilibrium geometry from OMol25. Energies are from ωB97M-V with the def2-TZVPD basis set.

Values from the calculation:
Gap between HOMO and LUMO in eV: 7.483
Energy relative to the best compared isomer or geometry (same formula, charge and spin) in eV: 2.6308
SMILES string: CCOc1cc(N2CCOCC2)c(OCC)cc1NC(=O)c1ccc(S(=O)(=O)N(C)C)cc1
E_LUMO in eV: 0.27

CARTESIAN COORDINATES (ANGSTROEM)
C1 -6.076 -0.094 -2.173
C2 -4.833 -0.742 -1.583
O1 -4.250 0.187 -0.692
C3 -3.132 -0.178 0.005
C4 -2.459 -1.380 -0.127
C5 -1.277 -1.667 0.569
N1 -0.649 -2.864 0.285
C6 0.258 -3.546 1.183
C7 1.721 -3.346 0.769
O2 1.916 -3.773 -0.566
C8 1.094 -3.025 -1.427
C9 -0.392 -3.239 -1.091
C10 -0.833 -0.730 1.532
O3 0.299 -1.023 2.238
C11 0.886 -0.036 3.062
C12 2.284 -0.511 3.425
C13 -1.538 0.451 1.693
C14 -2.635 0.771 0.902
N2 -3.192 2.070 0.948
C15 -2.510 3.202 0.644
O4 -3.010 4.306 0.673
C16 -1.072 2.926 0.295
C17 -0.786 2.114 -0.801
C18 0.502 1.657 -1.001
C19 1.496 2.035 -0.117
S1 3.062 1.184 -0.221
O5 2.789 -0.224 -0.147
O6 3.977 1.735 0.740
N3 3.534 1.526 -1.804
C20 4.500 0.582 -2.326
C21 3.924 2.911 -1.929
C22 1.248 2.925 0.910
C23 -0.046 3.382 1.112
H1 -5.808 0.825 -2.686
H2 -6.548 -0.773 -2.877
H3 -6.781 0.146 -1.381
H4 -5.101 -1.663 -1.047
H5 -4.123 -0.996 -2.382
H6 -2.831 -2.129 -0.805
H7 0.099 -3.210 2.203
H8 0.023 -4.618 1.118
H9 2.384 -3.955 1.385
H10 1.994 -2.287 0.859
H11 1.311 -3.370 -2.441
H12 1.341 -1.956 -1.335
H13 -1.002 -2.646 -1.771
H14 -0.635 -4.301 -1.218
H15 0.275 0.105 3.966
H16 0.953 0.919 2.526
H17 2.746 0.194 4.110
H18 2.237 -1.491 3.893
H19 2.889 -0.577 2.525
H20 -1.211 1.184 2.411
H21 -4.199 2.148 1.014
H22 -1.580 1.811 -1.464
H23 0.748 0.983 -1.805
H24 4.168 -0.414 -2.041
H25 4.528 0.664 -3.413
H26 5.504 0.755 -1.922
H27 4.075 3.147 -2.982
H28 4.841 3.127 -1.370
H29 3.118 3.527 -1.535
H30 2.063 3.214 1.556
H31 -0.273 4.049 1.930

# 2
Here is C23H31N3O6S2 in the gas phase in a non-equilibrium geometry from OMol25. Energies are from ωB97M-V with the def2-TZVPD basis set.

Values from the calculation:
Gap between HOMO and LUMO in eV: 7.843
Energy relative to the best compared isomer or geometry (same formula, charge and spin) in eV: 0.1568
SMILES string: COCCN(CCOC)S(=O)(=O)c1ccc(C(=O)Nc2sc3c(c2C(N)=O)CCCCC3)cc1
E_LUMO in eV: -0.19

CARTESIAN COORDINATES (ANGSTROEM)
C1 -9.864 -0.120 0.104
O1 -8.721 0.134 0.881
C2 -7.527 0.041 0.144
C3 -6.363 0.459 1.047
N1 -5.072 0.236 0.437
C4 -4.554 -1.114 0.394
C5 -3.440 -1.295 1.442
O2 -2.763 -2.522 1.332
C6 -1.805 -2.578 0.301
S1 -4.766 1.123 -0.956
O3 -5.437 2.380 -0.832
O4 -4.993 0.337 -2.138
C7 -3.001 1.347 -0.750
C8 -2.558 2.201 0.243
C9 -1.201 2.305 0.483
C10 -0.297 1.539 -0.253
C11 1.146 1.658 0.089
O5 1.634 2.642 0.619
N2 1.901 0.570 -0.206
C12 3.245 0.527 0.053
S2 4.078 1.868 0.723
C13 5.575 0.980 0.640
C14 5.423 -0.278 0.138
C15 4.055 -0.573 -0.165
C16 3.415 -1.833 -0.561
N3 4.060 -2.984 -0.253
O6 2.314 -1.869 -1.106
C17 6.597 -1.158 -0.176
C18 7.595 -0.482 -1.128
C19 8.525 0.532 -0.467
C20 7.842 1.830 -0.045
C21 6.836 1.633 1.092
C22 -0.758 0.708 -1.272
C23 -2.117 0.620 -1.522
H1 -9.844 -1.134 -0.313
H2 -10.719 -0.016 0.768
H3 -9.949 0.597 -0.722
H4 -7.551 0.701 -0.735
H5 -7.380 -0.991 -0.215
H6 -6.413 -0.088 1.990
H7 -6.444 1.527 1.251
H8 -5.342 -1.849 0.573
H9 -4.156 -1.287 -0.608
H10 -2.735 -0.454 1.366
H11 -3.879 -1.291 2.443
H12 -2.259 -2.513 -0.692
H13 -1.066 -1.775 0.404
H14 -1.310 -3.542 0.403
H15 -3.283 2.767 0.805
H16 -0.815 2.965 1.246
H17 1.555 -0.291 -0.644
H18 4.823 -3.001 0.400
H19 3.572 -3.845 -0.442
H20 6.250 -2.065 -0.670
H21 7.117 -1.439 0.745
H22 7.043 0.001 -1.936
H23 8.214 -1.266 -1.573
H24 8.997 0.073 0.405
H25 9.320 0.778 -1.176
H26 7.334 2.275 -0.902
H27 8.609 2.531 0.290
H28 6.583 2.604 1.521
H29 7.302 1.030 1.878
H30 -0.069 0.141 -1.881
H31 -2.506 -0.005 -2.311